No. 1
This record from the OMol25 dataset describes one molecule with the formula C5H7NO. The level of theory is ωB97M-V/def2-TZVPD.

## Properties
Molecular weight: 97.12 g/mol
Multiplicity: 1
Charge: 0
Structure (SMILES): C#CCCNC=O
DFT total energy: -8834.467 eV

Positions of all 14 atoms, in Å:
O: -0.960 -1.353 -1.715
C: 0.172 -1.429 -1.276
N: 0.920 -0.361 -0.885
C: 0.298 0.939 -0.700
C: -0.869 0.895 0.305
C: -0.439 0.261 1.555
C: -0.005 -0.321 2.516
H: 0.707 -2.390 -1.164
H: 1.752 -0.562 -0.350
H: -0.071 1.299 -1.666
H: 1.073 1.627 -0.350
H: -1.240 1.911 0.486
H: -1.688 0.318 -0.138
H: 0.350 -0.835 3.383

Atomic partial charges in e from the Löwdin method, atoms 1 to 6:
1 O 0.02
2 C -0.36
3 N 0.01
4 C -0.19
5 C -0.20
6 C -0.15

---

No. 2
This record from the OMol25 dataset describes one molecule with the formula C5H7NO. The level of theory is ωB97M-V/def2-TZVPD.

## Properties
Molecular weight: 97.12 g/mol
Multiplicity: 1
Charge: 0
Structure (SMILES): [H]/N=C(/C=C)OC=C
DFT total energy: -8834.245 eV

Positions of all 14 atoms, in Å:
N: -1.214 1.248 -1.034
C: -0.230 0.868 -0.338
O: 0.752 -0.006 -0.778
C: 0.428 -1.330 -0.943
C: -0.723 -1.943 -0.695
C: 1.059 1.123 1.761
C: -0.005 1.406 1.015
H: -1.212 0.803 -1.953
H: 1.293 -1.853 -1.340
H: -1.603 -1.426 -0.325
H: -0.783 -3.013 -0.865
H: 1.848 0.460 1.413
H: 1.178 1.578 2.740
H: -0.788 2.085 1.342

Atomic partial charges in e from the Löwdin method, atoms 1 to 6:
1 N 0.19
2 C -0.46
3 O -0.04
4 C -0.21
5 C 0.02
6 C 0.05

---

No. 3
This record from the OMol25 dataset describes one molecule with the formula C5H7NO at a distorted geometry. The level of theory is ωB97M-V/def2-TZVPD.

## Properties
Molecular weight: 97.12 g/mol
Multiplicity: 1
Charge: 0
Structure (SMILES): C1=CN=COCC1
DFT total energy: -8833.444 eV

Positions of all 14 atoms, in Å:
C: 0.773 -0.954 -0.569
C: 0.645 0.371 -1.165
C: -0.896 -1.027 0.010
O: -0.912 -0.648 1.369
C: -0.425 0.573 1.683
N: 0.163 1.467 0.991
C: 0.449 1.443 -0.380
H: 1.525 -0.904 0.252
H: 1.239 -1.650 -1.309
H: 0.395 0.382 -2.224
H: -1.479 -1.957 -0.045
H: -1.478 -0.254 -0.532
H: -0.614 0.752 2.744
H: 0.617 2.421 -0.809

Atomic partial charges in e from the Löwdin method, atoms 1 to 6:
1 C -0.09
2 C -0.19
3 C -0.10
4 O -0.07
5 C -0.22
6 N 0.08